Formula: C60H132N6O9S3
Source: the Open Molecules 2025 dataset
Level of theory: ωB97M-V/def2-TZVPD

Structure (XYZ):
```
210
Properties=species:S:1:pos:R:3:forces:R:3
C -7.239791 -5.763183 0.335106 0.7 0.3 0.8
S -8.484261 -7.032744 0.930058 0.4 -1.5 -1.1
O -7.889680 -8.456047 1.027683 -0.5 2.8 0.4
C -8.904410 -6.318543 2.569037 1.3 0.2 -0.5
H -7.058828 -5.759003 -0.739762 -0.8 -0.4 0.0
H -6.223484 -5.768846 0.729036 0.0 -1.0 0.6
H -7.515154 -4.763226 0.670326 -0.8 0.0 -0.3
H -9.517924 -7.026871 3.125778 0.2 0.1 -0.2
H -9.404331 -5.366286 2.391865 -0.3 -0.2 -0.2
H -7.959217 -6.063033 3.048017 -0.1 -0.3 0.5
C -7.109578 2.352419 -3.828541 -0.9 -0.2 0.6
S -8.922282 2.095992 -3.378182 0.6 -0.2 0.4
O -9.092733 2.301964 -1.876162 0.3 0.4 -2.2
C -9.456694 3.614484 -4.314085 0.8 -0.6 0.7
H -6.990564 2.165158 -4.895722 -0.1 -0.1 0.1
H -6.553335 1.636015 -3.223991 -0.1 -0.1 -0.2
H -6.752036 3.353627 -3.588009 -0.3 0.1 0.1
H -9.073472 3.660595 -5.333444 0.2 -0.5 0.1
H -8.863280 4.290424 -3.698406 -0.9 0.9 -0.2
H -10.541707 3.691371 -4.384229 0.2 0.3 0.7
C 0.131500 0.786408 -1.241512 1.8 -0.4 -1.1
S 0.695195 -0.703244 -0.181241 -1.5 -0.6 0.1
O -0.209815 -1.911006 -0.432277 1.3 1.9 -0.1
C 2.297550 -1.041200 -1.000267 -0.4 -0.5 -1.2
H 0.071530 0.498976 -2.291223 -0.8 -0.7 0.0
H 1.004380 1.423055 -1.385889 0.5 0.1 0.8
H -0.655384 1.492898 -0.977324 -0.3 -0.9 0.7
H 3.136057 -0.453928 -0.625947 -0.4 0.3 -0.2
H 2.119497 -1.017313 -2.075359 0.2 1.0 -0.2
H 2.607741 -2.086120 -0.995970 -0.5 -0.3 1.2
C -7.128574 7.267049 2.136847 -0.9 0.9 1.1
C -7.954454 8.301503 3.004714 -0.6 1.2 -0.6
C -9.323681 8.383445 2.306589 -1.3 -1.3 0.6
C -10.475928 9.046550 3.073610 1.1 1.4 -0.2
C -10.579274 8.583912 4.490170 -0.9 -2.9 -0.9
C -9.259837 8.496157 5.209313 -0.7 1.4 0.7
N -8.212000 7.850974 4.399789 -0.6 -1.0 -1.4
O -6.983454 7.715716 5.077593 0.2 0.9 0.2
C -8.961423 9.923444 5.688634 1.6 0.4 1.1
C -9.527316 7.626096 6.429209 1.5 0.9 1.2
C -7.343992 9.738788 2.930214 0.7 -1.0 -0.6
H -7.148920 7.572630 1.090759 -0.1 0.3 0.0
H -7.714110 6.349447 2.193864 0.6 -0.4 0.1
H -6.083569 7.199103 2.439252 -0.2 -0.3 0.2
H -9.292229 8.730996 1.273966 0.4 0.4 0.1
H -9.723545 7.373764 2.213035 0.4 -0.6 -0.2
H -11.378250 8.912507 2.477004 -0.1 0.2 0.3
H -10.228602 10.101008 3.196258 -0.4 0.5 -0.6
H -10.906634 7.544415 4.509666 -0.3 -0.5 -0.6
H -11.402186 9.018018 5.058029 0.5 0.8 0.2
H -8.078137 9.814436 6.317930 0.5 0.4 -0.1
H -8.768868 10.717617 4.967309 0.1 -0.5 -0.4
H -9.655897 10.394102 6.384544 -0.7 -0.6 -0.1
H -8.661709 7.713556 7.085856 0.7 -0.6 -0.2
H -10.168025 8.151727 7.137241 -1.1 -0.4 -0.5
H -9.713856 6.572306 6.222263 -0.4 0.3 0.0
H -6.814972 9.776717 1.977952 0.2 0.1 0.0
H -6.606725 9.867556 3.722658 -0.1 0.3 0.0
H -8.071394 10.547215 2.856473 -0.1 -0.1 0.5
H -6.986848 6.844579 5.480969 -0.2 -0.2 -0.2
C 4.603218 4.633843 -8.343141 -1.4 -0.3 -0.4
C 3.190778 3.879431 -8.284448 0.5 0.1 0.7
C 2.205112 4.721746 -7.415776 1.0 0.0 0.9
C 0.765913 4.395136 -7.577064 -1.0 -0.3 -2.2
C 0.446881 4.552706 -9.091900 -0.6 0.2 1.4
C 1.270635 3.674937 -10.016074 -0.6 -0.2 0.1
N 2.701535 3.845603 -9.678391 -1.4 0.9 1.6
O 3.517292 3.091321 -10.519817 0.2 -0.1 -0.4
C 0.775360 2.208174 -10.050354 0.5 -0.3 -0.3
C 1.041890 4.258060 -11.427945 1.5 -0.2 0.4
C 3.309243 2.510026 -7.549321 0.8 0.1 -0.4
H 4.904614 5.035149 -7.375564 0.1 -0.5 0.1
H 4.485920 5.499261 -8.995369 -0.3 0.1 0.0
H 5.366576 4.046887 -8.853887 0.0 -0.3 0.5
H 2.315693 4.497782 -6.354779 1.1 0.0 0.1
H 2.483968 5.771291 -7.509588 -0.5 0.2 -0.3
H 0.093476 4.962793 -6.933879 0.2 0.5 -0.2
H 0.546411 3.368667 -7.283335 0.3 -0.3 0.0
H 0.612096 5.599966 -9.344977 0.1 0.1 -0.1
H -0.608523 4.351019 -9.275034 -0.1 -0.1 -0.1
H 1.436703 1.645704 -10.709407 0.4 -0.1 0.2
H 0.743601 1.693698 -9.089930 0.1 0.2 0.1
H -0.184718 2.044906 -10.539936 -0.3 0.6 0.2
H -0.008680 4.453484 -11.642906 0.2 -0.4 -0.2
H 1.624207 5.175405 -11.514474 -0.3 0.4 0.2
H 1.578224 3.583361 -12.095205 -0.8 -0.2 -0.6
H 3.618877 2.654255 -6.514226 -0.2 0.4 0.1
H 4.131375 1.905635 -7.932599 -0.2 -0.2 -0.5
H 2.385724 1.931175 -7.537122 0.0 0.1 -0.2
H 3.507758 3.734025 -11.232867 0.8 -0.4 -0.6
C 4.160394 10.778703 4.569423 -0.3 -1.9 -0.2
C 3.557976 9.500895 5.388410 -0.4 1.6 0.2
C 2.012699 9.538334 5.207799 0.8 0.6 0.7
C 1.472803 8.862814 3.985882 -0.5 1.2 -0.5
C 2.054328 7.497440 3.890568 -0.1 -1.1 0.1
C 3.583489 7.399613 3.818967 -0.3 1.0 0.6
N 4.066131 8.190938 4.991776 -2.3 -0.7 -0.6
O 5.397999 8.007394 5.194713 2.0 0.4 0.0
C 3.904244 5.893007 4.056425 1.1 0.4 -0.2
C 4.175241 7.830732 2.445062 0.1 -1.3 0.2
C 3.847092 9.706492 6.872296 1.0 0.6 0.2
H 5.249567 10.810359 4.597615 0.0 -0.4 -0.1
H 3.842507 11.797306 4.791892 -0.5 -0.3 0.6
H 3.797837 10.543228 3.568821 0.4 0.4 -0.4
H 1.509027 9.108034 6.073397 0.3 -0.6 0.2
H 1.706766 10.578676 5.318131 0.1 0.2 -0.5
H 1.588533 9.402745 3.046100 0.7 0.3 -0.1
H 0.394454 8.963517 4.108848 -0.3 -1.0 -0.1
H 1.644610 6.924817 3.058495 -0.1 -0.1 0.0
H 1.853730 6.961314 4.818158 -0.5 -0.1 0.0
H 3.561491 5.331950 3.187039 -0.2 -0.2 0.2
H 4.977116 5.710099 4.116303 0.3 0.3 -0.5
H 3.607070 5.440726 5.002595 -0.9 0.4 -0.1
H 5.088708 7.245283 2.340429 0.5 0.6 0.0
H 3.579027 7.403629 1.638708 -0.4 0.2 0.0
H 4.344002 8.889757 2.249940 -0.1 -0.1 0.3
H 4.896327 9.986877 6.964947 0.2 -0.3 0.2
H 3.657302 8.855559 7.526511 -0.1 -0.2 -0.3
H 3.339023 10.575224 7.290933 -0.4 0.0 -0.2
H 5.460179 7.193487 5.699971 0.1 0.0 0.3
C 10.095090 -12.697370 -0.520376 0.3 -0.5 0.5
C 9.711197 -11.515820 -1.307776 -1.7 2.9 -2.2
C 8.694652 -11.896651 -2.450968 0.1 1.2 0.6
C 8.016348 -10.652563 -3.093690 -0.3 -1.0 0.2
C 7.280308 -9.780579 -2.031378 0.6 -0.5 0.0
C 8.194013 -9.363446 -0.805738 -1.9 -1.7 0.1
N 8.956069 -10.543910 -0.361135 -1.1 -2.2 -4.7
O 9.700660 -10.269769 0.701284 1.8 0.6 2.8
C 8.964969 -8.161788 -1.263378 0.8 0.7 0.5
C 7.265850 -9.086758 0.448744 0.4 1.4 -1.2
C 10.970075 -10.818630 -2.011210 -0.8 -0.2 1.9
H 10.774265 -12.389732 0.274713 0.5 -0.4 -0.3
H 10.502358 -13.393095 -1.253995 0.4 -0.3 0.5
H 9.258310 -13.154660 0.007635 -0.3 0.0 -0.3
H 9.257108 -12.443067 -3.208052 -0.1 -0.2 0.0
H 7.894379 -12.510550 -2.037704 0.1 -0.3 0.1
H 7.305300 -11.001507 -3.842529 -0.7 -0.4 0.4
H 8.667113 -10.195381 -3.839072 0.6 0.9 0.8
H 6.390834 -10.267126 -1.631110 0.2 -0.8 0.0
H 6.801908 -8.953077 -2.555269 0.5 0.7 0.2
H 8.359530 -7.258861 -1.184217 -0.1 0.0 -0.2
H 9.848100 -7.976862 -0.651846 0.1 -0.1 0.1
H 9.295374 -8.292594 -2.293829 -0.1 0.1 0.0
H 6.665676 -8.254807 0.080310 -0.2 0.3 0.6
H 6.561169 -9.829917 0.821896 0.3 -0.6 -0.7
H 7.862548 -8.785518 1.309743 0.0 0.3 -0.2
H 11.570711 -11.424035 -2.690040 -0.3 -0.3 0.0
H 11.568143 -10.591350 -1.128732 0.6 0.3 -0.2
H 10.701638 -9.871528 -2.479233 -0.1 -0.2 -0.1
H 9.270063 -10.828036 1.352852 0.4 0.2 0.7
C -0.271261 -3.686634 8.391524 0.4 0.0 1.2
C 1.174252 -3.210849 8.193826 1.3 1.2 -1.1
C 1.142414 -1.749351 7.583404 -0.7 0.9 0.4
C 0.839764 -0.557021 8.551352 0.8 -1.5 -0.9
C 1.831921 -0.563419 9.696712 -0.4 -1.3 0.3
C 1.927116 -2.012040 10.437550 0.5 0.6 0.6
N 1.991137 -3.157940 9.454379 -0.2 1.7 -1.5
O 2.319906 -4.455961 9.901562 -0.4 0.6 0.6
C 3.253308 -2.030279 11.336753 0.3 -0.3 -0.6
C 0.696749 -1.993322 11.343201 -0.8 -0.4 0.2
C 1.981097 -4.034207 7.087546 -0.8 0.4 1.0
H -0.780474 -2.929503 8.987807 -0.1 0.1 0.0
H -0.209907 -4.560115 9.040643 -0.3 -0.3 -0.2
H -0.903030 -3.854652 7.519324 0.5 -0.2 -0.2
H 2.041245 -1.471327 7.033040 0.5 -0.4 0.4
H 0.393704 -1.622071 6.801521 -0.4 -0.8 -0.1
H -0.191862 -0.561103 8.903254 0.0 -0.2 0.1
H 0.954838 0.357840 7.970083 0.0 0.1 0.0
H 1.352640 0.161562 10.354584 0.8 -0.1 0.8
H 2.819598 -0.206794 9.404470 0.0 -0.1 -0.1
H 4.126146 -1.701975 10.772430 -0.1 0.1 -0.5
H 3.345408 -1.434233 12.244697 -1.1 0.6 -0.1
H 3.573220 -2.995208 11.730052 -0.6 -0.5 -0.4
H -0.264887 -1.955847 10.831385 0.2 0.0 -0.6
H 0.564258 -2.871447 11.975208 0.5 0.1 0.3
H 0.696372 -1.055185 11.898175 0.2 -0.3 0.6
H 2.288217 -5.046618 7.349873 -0.4 0.0 0.3
H 2.901621 -3.502663 6.846315 -0.1 0.2 -0.1
H 1.310432 -4.092397 6.230269 0.3 0.0 -0.2
H 3.205632 -4.552029 9.543989 0.2 -0.3 0.1
C -1.109653 -7.699927 -3.965516 1.0 -0.2 -0.5
C -1.368160 -7.592287 -5.499249 -1.5 0.1 1.8
C -2.618188 -8.520444 -5.724268 1.4 0.8 -0.6
C -3.288334 -8.286551 -7.021301 -1.4 0.9 -0.8
C -3.615749 -6.792050 -7.305767 0.3 -0.6 -0.9
C -2.457892 -5.798341 -7.047970 0.5 0.1 1.3
N -1.781576 -6.181152 -5.711281 -1.6 0.0 -0.4
O -0.773140 -5.240138 -5.310523 0.4 -0.6 -1.5
C -1.495806 -5.773127 -8.281455 0.2 0.8 1.2
C -3.126327 -4.424813 -6.768891 -0.2 -0.2 -0.8
C -0.205574 -7.991767 -6.338150 1.4 -1.4 -0.4
H -2.030019 -7.497406 -3.417791 0.3 0.7 0.1
H -0.224840 -7.101646 -3.748123 -0.5 0.7 0.4
H -0.763634 -8.654499 -3.569067 -0.3 -0.6 -0.7
H -2.242470 -9.540269 -5.807228 -0.1 -0.2 0.9
H -3.414394 -8.368337 -4.995553 0.6 -0.2 0.6
H -4.215292 -8.851663 -6.923765 -0.3 0.1 -0.5
H -2.791933 -8.729327 -7.884801 0.4 0.1 0.0
H -4.573765 -6.402759 -6.961146 0.1 -0.4 1.0
H -3.823043 -6.769864 -8.375640 0.3 0.2 -0.3
H -1.892481 -5.238626 -9.144622 -0.4 -0.1 0.1
H -0.659344 -5.161677 -7.942987 0.4 -0.1 -0.2
H -1.122856 -6.744773 -8.605353 -0.2 0.0 0.2
H -3.837619 -4.489403 -5.945488 0.1 -0.3 0.1
H -2.517751 -3.540592 -6.579430 0.5 -0.4 -0.1
H -3.710995 -4.219626 -7.665648 -0.2 0.3 -0.1
H 0.414434 -8.753538 -5.865505 0.1 0.0 0.7
H 0.499399 -7.193901 -6.571641 -0.4 0.2 -0.2
H -0.486993 -8.575705 -7.214456 -0.3 0.6 -0.5
H -0.961252 -4.934532 -4.420126 -0.6 -0.3 0.1
```
Positions in Å, forces in eV/Å.

Computed properties:
E_HOMO: -8.059 eV